{"formula": "C32H96N12O14", "method": "ωB97M-V with the def2-TZVPD basis set", "symbols": ["H", "H", "H", "H", "C", "H", "N", "C", "H", "H", "H", "C", "H", "H", "H", "H", "C", "O", "C", "C", "H", "H", "H", "H", "C", "H", "H", "H", "H", "H", "H", "H", "H", "H", "H", "C", "N", "H", "H", "C", "H", "C", "H", "H", "C", "N", "O", "H", "H", "C", "H", "H", "H", "O", "C", "H", "H", "H", "H", "O", "H", "H", "C", "H", "H", "H", "N", "C", "C", "H", "H", "H", "H", "H", "H", "H", "C", "H", "C", "O", "C", "C", "H", "H", "H", "C", "H", "H", "C", "H", "O", "H", "H", "H", "H", "H", "H", "H", "H", "C", "H", "H", "H", "H", "H", "O", "C", "H", "H", "O", "N", "H", "N", "H", "O", "O", "C", "C", "H", "H", "N", "C", "C", "H", "H", "O", "C", "O", "O", "N", "C", "H", "H", "H", "H", "H", "N", "N", "H", "O", "H", "N", "H", "H", "C", "C", "H", "H", "H", "H", "N", "H", "H", "H"], "positions_angstrom": [[0.342, -3.644, 4.038], [6.490, -0.873, 2.326], [0.524, 4.236, -0.887], [0.923, -0.206, -0.771], [-4.824, -1.174, -5.746], [-2.759, -0.052, -4.221], [-4.532, 2.046, -3.040], [-6.705, 1.736, 0.695], [-1.755, 0.600, -5.420], [-1.129, -4.097, -1.414], [-5.222, 1.430, -6.375], [-5.518, 0.826, 0.735], [-0.344, 5.092, 1.457], [-6.527, 2.799, 0.853], [2.414, 2.453, 1.426], [7.239, 1.060, 0.639], [2.049, 1.581, 0.884], [0.649, 1.429, 0.704], [5.453, 4.935, 3.777], [4.663, -3.080, 2.193], [4.608, 1.493, 5.676], [-5.511, -3.110, -0.586], [-1.387, 1.740, 5.062], [-4.585, 1.624, -3.956], [-3.987, -3.250, -2.172], [1.666, -4.003, 5.113], [2.665, -0.854, 5.424], [1.885, -3.808, 0.731], [-4.874, -1.204, -4.658], [5.225, 5.371, 1.693], [0.016, -4.406, 0.839], [-5.898, -0.186, 0.602], [-4.954, -4.443, -6.627], [-6.212, -3.413, -6.935], [-0.890, 3.508, 1.385], [0.048, -3.456, 0.307], [-4.197, 3.842, -1.771], [3.958, -3.342, 2.983], [4.732, -3.848, 1.423], [-0.203, -3.591, -1.137], [-1.410, -1.131, -0.531], [5.513, 4.476, 2.244], [2.816, -2.190, 0.640], [-2.874, 0.607, 3.410], [-0.909, 4.429, 0.802], [3.637, -1.603, 0.594], [-4.761, 4.129, -3.794], [6.996, 5.315, 5.017], [-0.258, -2.573, -1.521], [-1.493, 0.513, -1.697], [4.794, 5.799, 3.863], [0.736, -1.144, -4.251], [-0.705, 5.451, -1.103], [-1.466, -0.887, 2.931], [-5.378, -3.516, -6.241], [-4.512, 1.496, -2.192], [3.734, -0.728, -2.453], [-7.099, 1.599, -0.313], [-0.646, -2.666, 0.597], [5.333, 0.503, 1.088], [-5.818, -3.809, -5.287], [-5.844, -0.929, -6.042], [4.117, 1.175, -2.537], [-5.162, -1.668, -1.510], [-5.040, 0.910, 1.711], [5.649, -2.987, 2.647], [-2.282, -3.676, 2.700], [-2.054, 0.067, 3.884], [5.125, 3.647, 4.574], [0.561, -4.190, -1.633], [-3.485, -0.065, -7.170], [-6.250, -2.989, -2.149], [5.757, 0.505, 5.023], [4.431, 1.020, 3.996], [6.639, 1.771, 2.186], [-3.949, 3.119, -1.111], [4.468, -1.550, 1.784], [-7.307, 1.399, 1.539], [-5.343, -2.740, -1.598], [1.346, -3.031, 0.566], [-3.456, -3.988, 3.016], [-0.522, 4.463, -0.682], [6.043, 2.299, 0.556], [-3.777, 2.017, -6.092], [-1.811, 1.555, -1.697], [5.798, -0.802, 1.486], [1.657, -3.455, -3.873], [6.223, -1.123, 0.535], [-2.512, -0.171, -5.276], [-3.559, -2.722, -3.023], [-4.076, -4.637, -2.369], [6.484, 4.099, 1.923], [2.846, -2.449, 6.057], [-3.311, -2.982, -1.360], [4.866, 3.613, 2.094], [-1.872, -0.010, 1.464], [5.262, 3.815, 5.643], [-0.174, 0.715, 4.853], [-3.766, 0.822, -0.138], [2.127, -2.735, -4.543], [3.245, -0.691, 0.404], [-1.498, 1.418, 0.918], [3.953, -2.728, -5.317], [1.734, -3.019, -5.520], [-1.979, -1.121, -5.314], [5.911, 2.494, 4.406], [-4.510, 3.365, -2.949], [-5.055, -3.000, 3.736], [-1.190, 3.858, -1.294], [3.493, -2.875, -4.487], [-1.944, 0.558, 0.632], [5.303, 1.743, -1.076], [4.088, 0.062, -1.933], [-1.664, -4.328, 2.238], [-2.223, 4.901, 0.983], [-4.027, -5.025, 2.901], [-3.777, -0.042, -6.120], [1.464, -2.089, 4.535], [0.466, -0.663, 0.839], [-0.659, 1.876, 3.523], [4.697, 2.069, -1.815], [-0.982, 1.133, 4.252], [6.378, 1.465, 1.173], [2.583, 0.711, 1.266], [-4.344, 4.833, -1.644], [-4.646, 1.164, -0.307], [5.151, 1.365, 4.739], [3.697, 1.445, -3.645], [-4.476, -2.464, -6.371], [-4.097, -2.903, 3.430], [1.798, -1.383, -4.190], [-2.203, -0.176, -2.154], [3.927, -1.139, 2.636], [2.109, -1.098, -3.185], [-2.045, -2.715, 2.501], [-3.435, -2.149, 3.551], [2.298, -1.789, 5.524], [-4.392, 1.262, -5.825], [-2.555, 5.112, 0.107], [1.051, -1.322, 3.685], [-0.611, 0.427, -2.331], [1.136, -3.330, 4.579], [-2.340, -0.489, 4.776], [-4.293, -5.055, -1.532], [0.336, 0.117, 0.089], [-1.152, -0.085, -0.366], [-0.620, -1.083, 3.340], [2.381, -0.676, -4.780], [4.299, -0.060, -0.952], [7.368, 4.738, 3.658], [6.790, 5.472, 4.040], [2.719, 1.649, 0.027], [4.661, 2.926, -2.349], [4.070, 3.392, 4.477]], "lowdin_charge": [0.11, 0.12, 0.07, 0.12, -0.13, 0.04, 0.18, -0.08, 0.08, 0.08, 0.09, -0.34, 0.10, 0.08, 0.09, 0.10, -0.11, -0.16, -0.36, -0.04, 0.08, 0.07, 0.07, 0.05, -0.32, 0.12, 0.11, 0.10, 0.11, 0.08, 0.12, 0.10, 0.08, 0.08, 0.08, -0.33, 0.16, 0.05, 0.08, -0.06, 0.11, -0.05, 0.02, 0.11, -0.31, 0.06, 0.06, 0.06, 0.07, -0.05, 0.13, 0.07, 0.08, -0.17, -0.15, 0.06, 0.10, 0.08, 0.09, -0.24, 0.08, 0.11, -0.83, 0.06, 0.10, 0.06, 0.18, -0.22, -0.22, 0.08, 0.13, 0.07, 0.09, 0.08, 0.08, 0.08, -0.38, 0.08, -0.07, -0.10, -0.84, -0.06, 0.06, 0.09, 0.08, -0.15, 0.10, 0.13, -0.07, 0.10, -0.07, 0.06, 0.12, 0.08, 0.05, 0.03, 0.12, 0.06, 0.03, -0.38, 0.02, 0.07, 0.10, 0.12, 0.08, -0.18, -0.83, 0.12, 0.05, -0.05, 0.07, 0.08, 0.20, 0.10, -0.09, 0.06, -0.38, -0.75, 0.10, 0.07, 0.17, -0.06, -0.10, 0.05, 0.12, -0.13, -0.13, 0.04, -0.18, 0.17, -0.10, 0.06, 0.11, 0.05, 0.07, 0.07, 0.18, 0.02, 0.05, 0.04, 0.08, 0.19, 0.11, 0.09, -0.12, -0.41, 0.02, 0.09, 0.06, 0.05, 0.03, 0.06, 0.13, 0.12], "lumo_ev": -0.319, "total_energy_ha": -2987.0577, "homo_lumo_gap_ev": 8.35, "homo_ev": -8.66}